(1)
{"formula": "C41H62Cl2FGeN4O4SbZr", "method": "the ωB97M-V functional and the def2-TZVPD basis", "total_charge": 2, "de_lowest_kcal_mol": 6.0, "gap_ha": 0.2831, "species": ["Zr", "Cl", "C", "C", "C", "Cl", "C", "C", "C", "C", "N", "C", "C", "O", "H", "H", "H", "H", "O", "N", "F", "C", "C", "C", "C", "C", "C", "C", "H", "H", "H", "H", "H", "H", "C", "C", "O", "H", "H", "H", "H", "H", "H", "C", "Ge", "C", "C", "C", "H", "H", "H", "H", "H", "H", "H", "H", "H", "H", "H", "C", "C", "C", "Sb", "C", "C", "C", "C", "C", "C", "H", "H", "H", "H", "H", "H", "H", "H", "H", "H", "H", "H", "H", "H", "H", "H", "H", "H", "H", "H", "H", "C", "C", "N", "C", "C", "C", "O", "C", "C", "C", "C", "N", "C", "H", "H", "H", "H", "H", "H", "H", "H", "H", "H", "H", "H", "H", "H"], "positions_angstrom": [[0.408, -0.548, -0.245], [3.216, 3.006, 1.624], [1.604, 2.653, 2.114], [0.955, 3.522, 3.014], [-0.325, 3.281, 3.410], [-1.072, 4.311, 4.568], [-1.051, 2.194, 2.859], [-2.388, 1.871, 3.178], [-2.998, 0.809, 2.570], [-2.298, 0.082, 1.603], [-1.054, 0.357, 1.270], [-0.398, 1.374, 1.925], [0.977, 1.543, 1.615], [1.579, 0.617, 0.840], [1.490, 4.381, 3.400], [-2.914, 2.468, 3.914], [-4.017, 0.536, 2.808], [-2.763, -0.747, 1.085], [1.211, -2.279, -0.116], [0.462, -2.091, 1.125], [-4.773, 4.368, -3.849], [-3.707, 3.686, -3.420], [-3.218, 3.946, -2.154], [-2.123, 3.223, -1.708], [-1.514, 2.268, -2.522], [-0.298, 1.519, -2.031], [-2.035, 2.032, -3.789], [-3.137, 2.741, -4.249], [-3.686, 4.707, -1.542], [-1.730, 3.421, -0.715], [-0.671, 0.944, -1.143], [0.019, 0.811, -2.791], [-1.585, 1.281, -4.429], [-3.549, 2.570, -5.236], [3.990, -0.625, -1.392], [3.019, -0.425, -2.528], [1.641, -0.849, -2.215], [4.988, -0.355, -1.741], [4.014, -1.669, -1.075], [3.749, 0.006, -0.535], [3.321, -0.991, -3.405], [2.936, 0.618, -2.814], [1.683, -1.815, -2.200], [3.391, 3.960, -2.821], [1.537, 3.514, -3.230], [1.406, 2.421, -4.846], [0.450, 5.115, -3.410], [0.867, 2.457, -1.675], [3.617, 4.950, -3.223], [4.081, 3.247, -3.278], [3.568, 3.981, -1.743], [2.147, 2.766, -5.571], [0.419, 2.549, -5.293], [1.576, 1.355, -4.674], [0.846, 5.738, -4.214], [0.471, 5.697, -2.486], [-0.586, 4.859, -3.647], [0.553, 3.166, -0.905], [1.722, 1.917, -1.266], [-0.569, -3.252, 4.325], [0.629, -2.303, 4.395], [0.212, -0.843, 4.571], [1.784, -2.524, 2.604], [2.033, -4.614, 2.158], [2.442, -5.449, 3.372], [3.010, -4.780, 0.993], [3.799, -1.748, 2.890], [3.862, -0.231, 2.962], [4.282, -2.433, 4.163], [-1.166, -3.143, 5.234], [-0.270, -4.298, 4.253], [-1.208, -3.021, 3.471], [1.314, -2.603, 5.193], [-0.447, -0.532, 3.757], [1.063, -0.157, 4.609], [-0.345, -0.733, 5.506], [1.023, -4.885, 1.846], [3.498, -5.323, 3.608], [2.292, -6.507, 3.143], [1.861, -5.225, 4.269], [4.031, -4.538, 1.301], [2.745, -4.163, 0.137], [3.011, -5.824, 0.668], [4.334, -2.119, 2.017], [3.386, 0.144, 3.873], [3.400, 0.243, 2.105], [4.910, 0.082, 2.994], [3.744, -2.073, 5.043], [5.338, -2.188, 4.303], [4.205, -3.518, 4.126], [-5.299, 1.247, -0.182], [-5.747, -0.100, -0.735], [-5.802, -0.140, -2.193], [-6.956, 0.482, -2.861], [-6.660, 1.859, -3.441], [-4.851, -0.666, -2.996], [-4.919, -0.658, -4.214], [-3.668, -1.416, -2.414], [-3.514, -2.746, -2.798], [-2.363, -3.425, -2.445], [-1.371, -2.747, -1.767], [-1.485, -1.448, -1.426], [-2.636, -0.819, -1.728], [-5.200, 1.206, 0.906], [-6.029, 2.023, -0.420], [-4.345, 1.550, -0.612], [-6.747, -0.327, -0.366], [-5.097, -0.901, -0.388], [-7.757, 0.535, -2.126], [-7.272, -0.186, -3.661], [-6.335, 2.566, -2.674], [-7.566, 2.254, -3.902], [-5.891, 1.790, -4.209], [-4.294, -3.224, -3.377], [-2.212, -4.459, -2.724], [-0.458, -3.249, -1.485], [-2.693, 0.229, -1.466]], "mulliken_charge": [-0.243, -0.177, 0.546, -0.302, 0.353, -0.224, 0.844, -1.200, -1.293, -0.846, 1.561, -0.772, -0.147, 0.299, 0.587, 0.593, 0.747, 0.677, -0.530, 0.241, -0.425, 0.147, -1.011, 0.181, 0.632, 0.226, -0.048, -0.960, 0.554, 0.360, -0.985, 0.489, 0.739, 0.467, -1.029, 0.010, -0.415, 0.563, 0.222, 0.040, 0.514, -0.119, 0.257, -1.354, 0.823, -1.217, -1.184, -1.138, 0.448, 0.366, 0.344, 0.501, 0.335, 0.298, 0.468, 0.363, 0.246, 0.427, 0.619, -1.436, 0.262, -1.198, 0.003, 0.507, -1.533, -1.358, 0.442, -0.793, -1.379, 0.484, 0.326, 0.248, 0.620, 0.070, 0.239, 0.641, 0.374, 0.376, 0.442, 0.314, 0.299, 0.140, 0.487, 0.510, 0.271, -0.379, 0.525, 0.310, 0.495, 0.234, -0.511, -0.885, 0.221, -0.906, -0.766, 0.469, -0.637, -0.378, -0.483, -1.338, -0.444, 0.652, -0.921, 0.298, 0.461, -0.070, 0.380, 0.392, 0.419, 0.433, 0.115, 0.444, 0.186, 0.638, 0.488, 0.471, 1.266]}

---

(2)
{"formula": "C41H62F2OP", "method": "the ωB97M-V functional and the def2-TZVPD basis", "total_charge": -1, "gap_ha": 0.2193, "species": ["C", "C", "C", "P", "C", "C", "C", "C", "C", "C", "C", "C", "C", "C", "C", "C", "C", "C", "C", "C", "C", "C", "C", "O", "C", "C", "C", "C", "C", "C", "C", "H", "H", "H", "H", "H", "H", "H", "H", "H", "H", "H", "H", "H", "H", "H", "H", "H", "H", "H", "H", "H", "H", "H", "H", "H", "H", "H", "H", "H", "H", "H", "H", "H", "H", "H", "H", "H", "H", "H", "H", "H", "H", "H", "H", "H", "H", "H", "H", "H", "H", "H", "H", "F", "C", "C", "C", "C", "C", "C", "H", "H", "H", "H", "H", "F", "C", "C", "C", "C", "C", "C", "H", "H", "H", "H", "H"], "positions_angstrom": [[-2.736, -2.726, -1.125], [-3.232, -2.335, -0.075], [-4.027, -2.212, 1.155], [-3.054, -1.597, 2.750], [-1.509, -2.737, 2.475], [-0.255, -1.930, 2.024], [0.159, -2.121, 0.549], [1.603, -1.538, 0.345], [1.530, -0.254, -0.525], [2.887, 0.216, -1.083], [3.493, -0.806, -2.081], [5.028, -0.914, -1.833], [5.626, -2.056, -2.716], [6.449, -1.397, -3.860], [7.048, -2.485, -4.794], [5.982, -2.892, -5.838], [5.667, -1.747, -6.844], [6.547, -1.973, -8.114], [-4.010, -2.864, 3.819], [-3.585, -4.333, 3.913], [-3.803, -5.249, 2.687], [-3.052, -6.608, 2.784], [-3.125, -7.296, 4.166], [-1.792, -7.484, 4.659], [-1.653, -7.084, 6.011], [-4.331, -0.167, 3.059], [-5.301, -0.104, 4.054], [-6.135, 0.998, 4.205], [-6.058, 2.078, 3.362], [-5.095, 2.050, 2.357], [-4.267, 0.959, 2.231], [-2.202, -2.862, -2.039], [-4.721, -1.378, 0.940], [-4.698, -3.062, 1.323], [-2.334, -1.079, 3.933], [-2.376, -0.650, 1.858], [-1.683, -3.633, 1.865], [-1.206, -3.023, 3.497], [0.616, -2.273, 2.616], [-0.355, -0.864, 2.294], [-0.486, -1.455, -0.038], [0.099, -3.162, 0.216], [2.304, -2.278, -0.064], [2.028, -1.217, 1.312], [0.910, -0.532, -1.397], [0.960, 0.536, -0.015], [3.596, 0.528, -0.302], [2.683, 1.134, -1.664], [3.022, -1.791, -1.966], [3.325, -0.506, -3.127], [5.161, -1.060, -0.755], [5.440, 0.056, -2.150], [4.789, -2.643, -3.112], [6.260, -2.685, -2.076], [5.751, -0.715, -4.363], [7.211, -0.778, -3.364], [7.946, -2.066, -5.265], [7.255, -3.358, -4.162], [6.418, -3.713, -6.432], [5.067, -3.285, -5.378], [5.960, -0.765, -6.449], [4.600, -1.690, -7.089], [6.142, -2.837, -8.653], [7.553, -2.221, -7.748], [6.565, -1.059, -8.717], [-3.997, -2.464, 4.850], [-5.078, -2.828, 3.533], [-4.217, -4.783, 4.706], [-2.566, -4.525, 4.289], [-4.882, -5.486, 2.641], [-3.538, -4.807, 1.722], [-3.441, -7.294, 2.019], [-2.004, -6.415, 2.511], [-3.782, -6.795, 4.886], [-3.539, -8.309, 4.005], [-2.046, -7.895, 6.653], [-0.576, -7.016, 6.217], [-2.120, -6.115, 6.233], [-5.417, -0.907, 4.778], [-6.874, 1.039, 5.008], [-6.686, 2.964, 3.440], [-4.949, 2.875, 1.657], [-3.519, 0.945, 1.434], [-4.261, 3.865, -0.854], [-3.149, 4.610, -0.722], [-2.326, 4.409, 0.370], [-1.177, 5.175, 0.498], [-0.872, 6.138, -0.457], [-1.712, 6.334, -1.544], [-2.857, 5.560, -1.682], [-2.583, 3.659, 1.108], [-0.520, 5.022, 1.343], [0.021, 6.736, -0.351], [-1.478, 7.083, -2.284], [-3.520, 5.689, -2.527], [0.191, 8.462, -2.416], [0.808, 9.501, -1.818], [1.422, 9.317, -0.594], [2.058, 10.391, 0.011], [2.065, 11.634, -0.608], [1.440, 11.803, -1.836], [0.811, 10.730, -2.449], [1.400, 8.344, -0.123], [2.548, 10.258, 0.966], [2.559, 12.472, -0.132], [1.441, 12.773, -2.317], [0.325, 10.840, -3.410]], "mulliken_charge": [-0.246, -0.435, -1.337, 1.852, -0.740, -0.840, -0.300, -0.453, -0.921, -0.930, -0.551, -0.831, -0.613, -0.547, -0.652, -0.768, -0.354, -1.234, -1.959, -0.146, -0.431, -0.817, -0.644, -0.389, -0.666, 0.350, -0.397, -0.722, -0.550, -0.389, -0.432, 0.485, 0.566, 0.517, -0.233, -0.625, 0.033, 0.283, 0.590, 0.182, 0.036, 0.317, 0.354, 0.293, 0.358, 0.461, 0.464, 0.347, 0.408, 0.272, 0.499, 0.295, 0.282, 0.320, 0.245, 0.332, 0.293, 0.383, 0.415, 0.350, 0.279, 0.321, 0.308, 0.277, 0.385, 0.409, 0.599, 0.547, 0.227, 0.373, 0.174, 0.399, 0.311, 0.403, 0.363, 0.264, 0.243, 0.281, 0.263, 0.315, 0.366, 0.284, 0.198, -0.297, 0.257, -0.099, -0.679, 0.036, -0.340, -0.548, 0.338, 0.369, 0.123, 0.416, 0.415, -0.259, 0.437, -0.249, -0.507, -0.478, -0.371, -0.413, 0.349, 0.357, 0.364, 0.350, 0.413]}

---

no.,HOMO (eV),E_LUMO (eV)
1,-13.368,-5.66
2,-3.947,2.02